65
Properties=species:S:1:pos:R:3 method="wB97M-V/def2-TZVPD" total_charge=0 multiplicity=8 s2=15.81 total_energy_ev=-64992.6477
Eu -0.382 -0.761 0.731
C -0.071 -7.453 -1.388
C 0.032 -5.958 -1.247
C 1.273 -5.344 -1.261
C 1.459 -3.941 -1.153
C 2.736 -3.402 -1.037
N 3.044 -2.083 -0.944
C 4.231 -1.654 -0.244
C 4.654 -0.253 -0.682
C 3.884 0.914 -0.068
N 4.112 0.970 1.370
C 3.389 1.332 2.457
C 2.114 1.883 2.693
C 1.893 2.476 3.937
C 0.640 2.951 4.337
C 0.457 3.478 5.710
C -0.486 2.863 3.476
C -0.370 2.217 2.262
C -1.623 2.077 1.489
N -1.846 1.306 0.497
C -3.167 1.389 -0.141
C -3.541 0.161 -0.974
C -3.608 -1.173 -0.210
N -2.321 -1.836 -0.269
C -2.203 -3.019 -0.734
C -0.974 -3.755 -0.961
C -1.097 -5.170 -1.083
C 0.265 -3.131 -1.082
O 0.360 -1.817 -1.117
C 0.909 1.696 1.841
O 1.011 0.993 0.794
H 0.915 -7.913 -1.342
H -0.521 -7.735 -2.340
H -0.678 -7.889 -0.595
H 2.159 -5.965 -1.340
H 3.590 -4.068 -0.967
H 2.221 -1.486 -0.957
H 5.037 -2.353 -0.488
H 4.095 -1.690 0.848
H 4.539 -0.182 -1.766
H 5.720 -0.107 -0.475
H 2.822 0.864 -0.268
H 4.266 1.846 -0.503
H 5.014 0.606 1.632
H 3.968 1.221 3.365
H 2.716 2.537 4.635
H 1.378 3.908 6.100
H 0.171 2.649 6.364
H -0.337 4.222 5.752
H -1.442 3.241 3.808
H -2.428 2.735 1.836
H -3.157 2.265 -0.794
H -3.927 1.560 0.631
H -2.828 0.049 -1.796
H -4.512 0.372 -1.426
H -4.400 -1.817 -0.613
H -3.859 -0.971 0.839
H -3.131 -3.547 -1.000
H -2.083 -5.612 -1.024
O 0.341 -0.372 4.595
C 0.157 -0.840 3.495
O -0.966 -0.871 2.822
C 1.393 -1.489 2.681
O 2.535 -1.248 3.022
O 0.994 -2.219 1.691

***

64
Properties=species:S:1:pos:R:3 method="wB97M-V/def2-TZVPD" total_charge=0 e_above_lowest_kj_mol=0.00 smiles="Cc1cc(NC(=O)CCC(=O)N(c2cccc(F)c2)[C@@H](C(=O)NC2CCCC2)c2ccncc2)no1"
C 5.312 2.011 1.565
C 4.563 1.544 0.376
C 3.566 2.113 -0.364
C 3.233 1.104 -1.301
N 2.251 1.101 -2.272
C 1.118 1.859 -2.207
O 1.004 2.838 -1.504
C -0.024 1.363 -3.087
C -1.242 1.175 -2.173
C -0.819 0.367 -0.959
O 0.250 -0.224 -0.940
N -1.664 0.333 0.093
C -2.944 0.948 0.106
C -3.066 2.331 0.182
C -4.321 2.914 0.218
C -5.461 2.129 0.189
C -5.317 0.754 0.136
F -6.419 -0.015 0.117
C -4.077 0.144 0.097
C -1.292 -0.426 1.293
C -1.407 -1.947 0.999
O -2.420 -2.552 1.291
N -0.332 -2.476 0.414
C -0.253 -3.841 -0.058
C -0.386 -3.895 -1.582
C 0.977 -3.402 -2.073
C 1.989 -3.885 -1.018
C 1.159 -4.384 0.178
C 0.045 0.016 1.843
C 0.508 1.315 1.664
C 1.720 1.677 2.227
N 2.479 0.851 2.926
C 2.035 -0.381 3.107
C 0.830 -0.844 2.605
N 3.986 0.041 -1.133
O 4.815 0.312 -0.093
H 4.759 1.730 2.462
H 5.421 3.091 1.541
H 6.291 1.539 1.596
H 3.121 3.079 -0.277
H 2.220 0.232 -2.787
H 0.238 0.425 -3.575
H -0.249 2.114 -3.846
H -1.608 2.151 -1.858
H -2.050 0.656 -2.692
H -2.182 2.950 0.224
H -4.411 3.987 0.277
H -6.447 2.565 0.218
H -3.996 -0.932 0.083
H -2.060 -0.208 2.045
H 0.384 -1.843 0.076
H -1.032 -4.407 0.458
H -0.558 -4.926 -1.890
H -1.211 -3.282 -1.943
H 0.977 -2.313 -2.118
H 1.210 -3.780 -3.068
H 2.650 -3.070 -0.726
H 2.612 -4.687 -1.411
H 1.123 -5.473 0.192
H 1.563 -4.045 1.130
H -0.047 2.037 1.088
H 2.100 2.683 2.114
H 2.679 -1.030 3.687
H 0.509 -1.854 2.805

***

60
Properties=species:S:1:pos:R:3 method="wB97M-V/def2-TZVPD" total_charge=+2 multiplicity=4 e_above_lowest_kj_mol=0.00 s2=3.78
C 3.002 -1.014 -3.011
C 2.247 -0.594 -1.921
C 1.059 0.147 -2.148
C 0.654 0.388 -3.476
C 1.353 -0.165 -4.543
C 2.547 -0.840 -4.319
C -0.437 1.370 -3.788
C -0.713 2.293 -2.646
C -0.190 2.031 -1.364
C -0.190 3.078 -0.397
C -0.720 4.323 -0.724
C -1.306 4.544 -1.967
C -1.304 3.526 -2.916
H 3.952 -1.518 -2.818
H 0.997 0.006 -5.565
H 3.118 -1.207 -5.175
H -0.086 2.021 -4.613
H -0.644 5.115 0.023
H -1.745 5.515 -2.195
H -1.730 3.704 -3.905
N 0.390 0.776 -1.090
Tc -0.264 -0.244 0.553
C 2.705 -0.902 -0.523
H 2.957 -0.004 0.060
H 3.580 -1.555 -0.574
C 0.422 2.880 0.984
H 1.496 2.631 0.947
H 0.293 3.803 1.564
P 1.376 -1.845 0.349
P -0.471 1.553 1.915
C -2.108 2.330 2.140
H -2.837 1.568 2.435
H -2.101 3.129 2.894
H -2.459 2.754 1.189
C 0.348 1.233 3.498
H 0.277 2.072 4.198
H -0.116 0.346 3.948
H 1.403 0.990 3.314
C 1.231 -3.316 -0.709
H 2.216 -3.767 -0.900
H 0.578 -4.055 -0.233
H 0.790 -3.023 -1.671
C 1.955 -2.394 1.972
H 1.136 -2.951 2.445
H 2.841 -3.036 1.878
H 2.185 -1.512 2.584
C -1.943 -0.064 -0.304
O -2.950 0.117 -0.870
H -1.282 0.894 -4.217
F -2.237 -4.571 4.442
C -2.121 -3.615 3.469
C -1.808 -4.020 2.172
C -1.540 -3.015 1.239
C -1.461 -1.670 1.638
C -2.030 -1.314 2.867
C -2.279 -2.284 3.842
H -1.766 -5.078 1.906
H -1.404 -3.288 0.189
H -2.282 -0.272 3.076
H -2.583 -2.004 4.848

***

75
Properties=species:S:1:pos:R:3 method="wB97M-V/def2-TZVPD" total_charge=+1 multiplicity=3 e_above_lowest_kj_mol=153.67 s2=2.01
V 0.870 -0.518 -1.161
I -0.883 -7.042 -4.656
C -0.327 -5.112 -4.044
C 0.825 -4.537 -4.557
C 1.221 -3.300 -4.082
I 2.942 -2.322 -4.785
C 0.498 -2.633 -3.085
O 0.928 -1.516 -2.548
C -0.726 -3.186 -2.661
C -1.563 -2.364 -1.710
N -0.741 -1.821 -0.607
C -0.304 -2.905 0.287
C 1.059 -2.606 0.835
C 1.591 -3.263 1.932
C 2.861 -2.931 2.375
C 3.575 -1.963 1.679
C 2.988 -1.365 0.584
N 1.749 -1.668 0.173
C -1.116 -4.428 -3.130
H 1.406 -5.043 -5.314
H -2.384 -2.974 -1.319
H -1.988 -1.520 -2.247
H -1.307 -1.188 -0.031
H -0.235 -3.837 -0.283
H -1.020 -3.057 1.099
H 1.013 -4.030 2.428
H 3.284 -3.412 3.245
H 4.573 -1.680 1.981
H 3.516 -0.624 -0.004
H -2.032 -4.873 -2.762
N -2.278 0.733 -1.910
N -1.831 1.622 -2.898
C -0.553 1.854 -3.139
N -0.241 2.803 -4.024
N 0.368 1.062 -2.523
N 1.647 1.389 -2.515
O 2.155 2.326 -3.109
O 2.345 0.641 -1.787
H -3.286 0.803 -1.858
H -1.884 1.062 -1.021
H -2.508 2.233 -3.325
H -0.935 3.457 -4.342
H 0.739 3.017 -4.130
C -5.940 -0.468 3.162
C -5.346 0.549 2.176
C -3.861 0.441 2.155
N -3.182 -0.177 1.258
N -1.840 -0.228 1.500
C -1.499 0.362 2.608
N -0.237 0.370 3.103
S -2.855 1.068 3.453
H -7.027 -0.424 3.141
H -5.608 -0.254 4.178
H -5.628 -1.478 2.899
H -5.643 1.558 2.466
H -5.713 0.343 1.171
H 0.490 0.202 2.423
H -0.024 1.028 3.832
O -0.703 2.339 -0.325
C 0.325 1.922 0.208
O 0.644 0.662 0.200
C 1.246 2.863 0.898
C 1.000 4.225 0.778
C 1.813 5.174 1.393
C 2.865 4.696 2.136
O 3.797 5.397 2.828
C 4.652 4.440 3.445
O 4.222 3.143 3.046
C 3.118 3.329 2.264
C 2.332 2.390 1.656
H 0.148 4.531 0.190
H 1.634 6.235 1.296
H 4.582 4.537 4.533
H 5.683 4.609 3.128
H 2.545 1.333 1.749

***

65
Properties=species:S:1:pos:R:3 method="wB97M-V/def2-TZVPD" total_charge=+4 multiplicity=2 e_above_lowest_kj_mol=122.10 s2=0.77
Ir 0.270 0.425 0.109
C 2.236 -3.118 3.332
N 2.297 -1.645 3.497
C 3.043 -0.983 4.462
C 2.870 0.331 4.271
N 1.995 0.473 3.185
C 1.677 -0.751 2.733
S 0.657 -1.273 1.423
C 1.583 1.722 2.674
C 1.623 2.840 3.491
C 1.378 4.084 2.945
C 1.109 4.189 1.582
C 1.020 3.033 0.854
N 1.225 1.799 1.388
H 2.673 -3.579 4.212
H 2.801 -3.413 2.450
H 1.203 -3.440 3.233
H 3.645 -1.506 5.188
H 3.322 1.161 4.784
H 1.841 2.740 4.544
H 1.415 4.966 3.574
H 0.964 5.148 1.103
H 0.797 3.065 -0.210
C -9.260 -1.893 4.259
C -8.775 -1.174 3.058
C -9.545 -1.131 1.865
C -9.050 -0.557 0.742
C -7.759 0.062 0.756
N -7.337 0.610 -0.410
C -6.446 1.713 -0.635
O -6.863 2.675 -1.196
N -5.112 1.647 -0.215
C -4.184 0.602 -0.312
C -4.485 -0.698 -0.712
C -3.464 -1.626 -0.833
C -2.162 -1.248 -0.586
N -1.857 0.015 -0.195
C -2.851 0.907 -0.043
C -7.011 0.105 1.968
C -7.515 -0.496 3.077
H -10.111 -2.534 4.051
H -9.571 -1.159 5.016
H -8.458 -2.466 4.728
H -10.539 -1.560 1.864
H -9.642 -0.533 -0.166
H -8.047 0.625 -1.137
H -4.725 2.580 -0.287
H -5.501 -0.983 -0.947
H -3.673 -2.636 -1.160
H -1.351 -1.950 -0.716
H -2.571 1.911 0.255
H -6.066 0.629 2.006
H -6.963 -0.460 4.008
C 4.263 0.835 -3.573
N 2.934 0.573 -2.963
C 1.823 0.090 -3.636
C 0.833 -0.035 -2.731
N 1.344 0.377 -1.499
C 2.625 0.735 -1.690
H 4.179 0.708 -4.647
H 4.992 0.131 -3.184
H 4.576 1.851 -3.353
H 1.832 -0.118 -4.694
H -0.177 -0.381 -2.870
H 3.304 1.096 -0.934

***

63
Properties=species:S:1:pos:R:3 method="wB97M-V/def2-TZVPD" total_charge=0 e_above_lowest_kj_mol=0.00 smiles="CCC[C@]1(C(=O)OCC)N[C@H](c2ccc(O)cc2)[C@H]2C(=O)N(c3ccc4c(c3)OCCO4)C(=O)[C@H]21"
C -3.115 -4.589 -1.006
C -2.372 -3.575 -0.146
C -1.456 -2.697 -0.999
C -0.954 -1.455 -0.246
C -0.140 -1.900 0.976
O 0.355 -2.983 1.105
O -0.060 -0.921 1.886
C 0.663 -1.215 3.088
C 2.141 -0.884 2.955
N -2.065 -0.599 0.144
C -2.215 0.487 -0.814
C -3.261 0.192 -1.872
C -4.177 -0.835 -1.701
C -5.145 -1.090 -2.654
C -5.225 -0.305 -3.797
O -6.154 -0.520 -4.766
C -4.334 0.752 -3.958
C -3.370 0.997 -3.001
C -0.802 0.703 -1.412
C -0.037 1.743 -0.619
O -0.370 2.880 -0.415
N 1.131 1.156 -0.162
C 2.100 1.848 0.608
C 1.695 2.630 1.685
C 2.642 3.306 2.427
C 3.993 3.197 2.121
C 4.396 2.377 1.061
C 3.443 1.719 0.297
O 5.715 2.200 0.742
C 6.599 2.627 1.754
C 6.169 3.994 2.284
O 4.891 3.907 2.873
C 1.249 -0.180 -0.513
O 2.207 -0.870 -0.293
C -0.039 -0.594 -1.191
H -3.756 -5.215 -0.389
H -3.733 -4.083 -1.745
H -2.411 -5.232 -1.529
H -3.087 -2.942 0.382
H -1.775 -4.099 0.600
H -1.998 -2.357 -1.883
H -0.592 -3.282 -1.315
H 0.188 -0.606 3.861
H 0.531 -2.278 3.314
H 2.658 -1.189 3.861
H 2.285 0.183 2.804
H 2.565 -1.417 2.107
H -1.920 -0.236 1.078
H -2.534 1.398 -0.293
H -4.130 -1.434 -0.807
H -5.848 -1.900 -2.507
H -6.713 -1.268 -4.523
H -4.419 1.373 -4.835
H -2.710 1.841 -3.132
H -0.846 1.009 -2.456
H 0.650 2.720 1.926
H 2.355 3.932 3.256
H 3.775 1.098 -0.518
H 7.590 2.669 1.302
H 6.599 1.903 2.580
H 6.846 4.350 3.063
H 6.150 4.714 1.454
H 0.184 -1.155 -2.098

***

68
Properties=species:S:1:pos:R:3 method="wB97M-V/def2-TZVPD" total_charge=0 e_above_lowest_kj_mol=0.00
Os 1.257 -0.074 -0.256
O 2.768 3.806 -1.885
C 2.759 3.453 -3.188
C 3.134 4.434 -4.105
C 3.185 4.148 -5.453
C 2.845 2.882 -5.924
C 2.440 1.917 -5.027
C 2.381 2.184 -3.655
C 1.906 1.130 -2.741
O 2.199 1.252 -1.455
N 1.199 0.151 -3.198
N 0.883 -0.715 -2.159
C 0.473 -1.875 -2.536
C 0.299 -2.989 -1.656
C -0.247 -4.173 -2.184
C -0.386 -5.299 -1.413
C 0.055 -5.272 -0.084
C 0.625 -4.139 0.444
C 0.747 -2.973 -0.325
O 1.327 -1.922 0.264
H 2.620 3.011 -1.348
H 3.400 5.413 -3.728
H 3.507 4.914 -6.146
H 2.898 2.657 -6.980
H 2.163 0.928 -5.364
H 0.322 -2.013 -3.603
H -0.555 -4.176 -3.223
H -0.819 -6.198 -1.827
H -0.047 -6.157 0.532
H 0.997 -4.117 1.457
O 2.722 2.218 2.789
C 2.100 1.731 1.875
O 2.108 0.480 1.516
C 1.174 2.565 1.020
C 0.962 3.912 1.243
C 0.023 4.566 0.468
C -0.663 3.857 -0.509
C -0.383 2.519 -0.689
N 0.522 1.901 0.068
H 1.518 4.395 2.034
H -0.190 5.613 0.635
H -1.415 4.329 -1.125
H -0.877 1.920 -1.442
C -3.734 -2.225 0.832
C -4.302 -1.099 1.673
C -4.669 -1.541 3.077
O -3.435 0.070 1.703
P -1.896 0.237 2.063
S -1.558 2.054 2.588
S -1.064 -0.447 0.264
O -1.759 -0.840 3.213
C -0.660 -1.309 4.040
C 0.210 -0.182 4.553
C 0.125 -2.359 3.291
H -4.468 -3.030 0.764
H -2.825 -2.623 1.285
H -3.495 -1.881 -0.173
H -5.195 -0.700 1.189
H -3.839 -2.053 3.560
H -5.519 -2.223 3.025
H -4.947 -0.681 3.685
H -1.188 -1.774 4.875
H 0.771 0.276 3.739
H 0.926 -0.584 5.272
H -0.388 0.589 5.036
H 0.763 -1.896 2.539
H -0.552 -3.062 2.804
H 0.758 -2.909 3.990